Model 1:
{"formula": "C4H9NO", "method": "ωB97M-V/def2-TZVPD", "elements": ["C", "C", "N", "H", "H", "H", "H", "H", "C", "C", "O", "H", "H", "H", "H"], "positions_angstrom": [[-1.6258, 0.6268, -0.5451], [-0.1844, 1.6002, -2.3100], [-0.5084, 0.6251, -1.4262], [-1.7804, -0.3958, -0.1462], [-2.5859, 0.8826, -1.0268], [-1.5475, 1.2789, 0.3396], [-0.6660, 1.5759, -3.3028], [0.5182, 2.3973, -2.0291], [1.4492, -1.5277, 2.4471], [1.1920, -1.3128, 1.1519], [1.2571, -0.1572, 0.4823], [1.4152, -2.5457, 2.7925], [1.7643, -0.7949, 3.1792], [0.8212, -2.1687, 0.5873], [0.4814, -0.0842, -0.1938]], "orbital_gap_ev": [5.440, 6.238], "spin_multiplicity": 2, "charge": -1, "e_homo_ha": [-0.047, -0.078]}

***

Model 2:
{"formula": "C4H9NO", "method": "ωB97M-V/def2-TZVPD", "elements": ["N", "C", "C", "C", "C", "O", "H", "H", "H", "H", "H", "H", "H", "H", "H"], "positions_angstrom": [[0.2893, -1.5605, -0.9917], [0.3017, -0.7077, 0.2015], [-0.3215, 0.6159, -0.0343], [-1.0721, 0.9288, -1.2841], [-0.0936, 1.6453, 1.0214], [1.1151, -0.9609, 1.1419], [1.2657, -1.6227, -1.2742], [-0.0242, -2.4934, -0.7627], [-0.9670, -0.7596, 0.6268], [-0.5016, 0.6866, -2.1774], [-1.3052, 1.9964, -1.2862], [-2.0361, 0.3835, -1.3303], [0.8279, 2.2295, 0.9097], [-0.9144, 2.3787, 1.0329], [-0.0563, 1.1321, 1.9883]], "orbital_gap_ev": [4.845, 7.256], "spin_multiplicity": 2, "charge": -1, "e_homo_ha": [-0.014, -0.107]}

***

Which one is most stable, and which one is least stable? model 2 is the most stable of them, while model 1 is the least stable.

***

Model 1:
{"formula": "C3H4NO", "method": "ωB97M-V/def2-TZVPD", "elements": ["C", "C", "C", "N", "O", "H", "H", "H", "H"], "positions_angstrom": [[-0.1682, 1.6043, 0.7064], [1.8552, -1.4406, -0.1485], [-0.6924, -0.5319, -0.3855], [-0.4604, 0.6686, 0.1033], [1.9090, -0.3943, 0.3380], [-0.0573, 2.5926, 1.1103], [-1.2258, -0.3391, -1.2495], [-1.3541, -1.1384, 0.2232], [0.1941, -1.0211, -0.6976]], "orbital_gap_ev": 12.178, "spin_multiplicity": 1, "charge": 1, "e_homo_ha": -0.636}

***

Model 2:
{"formula": "C3H4NO", "method": "ωB97M-V/def2-TZVPD", "elements": ["C", "C", "C", "N", "O", "H", "H", "H", "H"], "positions_angstrom": [[-1.5207, 0.1906, 0.0611], [-0.1771, 1.3151, -0.0080], [-0.5963, -1.0565, -0.0451], [-1.5570, 1.4742, -0.0119], [-2.0176, -0.9804, 0.0140], [0.4356, 1.3833, 0.8464], [0.4358, 1.3125, -0.8573], [-0.0779, -1.3989, -1.0009], [-0.3504, -1.5219, 0.9776]], "orbital_gap_ev": 10.223, "spin_multiplicity": 1, "charge": 1, "e_homo_ha": -0.625}

***

Model 3:
{"formula": "C3H4NO", "method": "ωB97M-V/def2-TZVPD", "elements": ["C", "C", "C", "N", "O", "H", "H", "H", "H"], "positions_angstrom": [[0.0211, 0.9944, -0.2146], [1.0025, -0.5683, 0.9132], [-0.7283, -0.2154, -0.5458], [-0.1821, -1.2891, 0.1214], [0.9699, 0.6932, 0.6119], [-0.1151, 2.0164, -0.5345], [1.6751, -1.0651, 1.5819], [-1.8101, -0.1403, -0.3036], [-0.8332, -0.4260, -1.6299]], "orbital_gap_ev": 8.707, "spin_multiplicity": 1, "charge": 1, "e_homo_ha": -0.580}

***

Which one is most stable, and which one is least stable? model 1 is the most stable of them, while model 2 is the least stable.

***

Model 1:
{"formula": "C3H4NO", "method": "ωB97M-V/def2-TZVPD", "elements": ["C", "C", "C", "N", "O", "H", "H", "H", "H"], "positions_angstrom": [[-0.8790, 1.0542, 0.0095], [-0.7457, -1.0094, 0.1103], [-1.9699, -0.0540, -0.0164], [0.0810, -0.0283, 0.1645], [-3.1279, -0.1389, -0.0592], [-0.7893, 1.5932, -0.9362], [-0.9501, 1.7427, 0.8552], [1.0790, -3.3801, -0.3920], [1.0897, 0.0048, 0.2763]], "orbital_gap_ev": [9.256, 7.029], "spin_multiplicity": 1, "charge": 1, "e_homo_ha": [-0.590, -0.552]}

***

Model 2:
{"formula": "C3H4NO", "method": "ωB97M-V/def2-TZVPD", "elements": ["C", "C", "C", "N", "O", "H", "H", "H", "H"], "positions_angstrom": [[1.6220, -0.0185, 0.0554], [0.3744, 0.6000, -0.0192], [-0.6646, -0.3501, 0.0180], [-2.2074, -0.1211, -0.3021], [-3.1824, 0.0866, 0.2540], [2.4715, 0.6537, 0.3273], [1.8273, -1.0243, -0.2839], [0.4960, 1.6645, -0.1027], [-0.7370, -1.4908, 0.0531]], "orbital_gap_ev": [7.224, 8.159], "smiles": "C=CC=[N+]=O", "spin_multiplicity": 1, "charge": 1, "e_homo_ha": [-0.535, -0.559]}

***

Which one is most stable, and which one is least stable? model 2 is the most stable of them, while model 1 is the least stable.

***

Model 1:
{"formula": "C3H10NOS", "method": "ωB97M-V/def2-TZVPD", "elements": ["C", "O", "C", "C", "S", "N", "H", "H", "H", "H", "H", "H", "H", "H", "H", "H"], "positions_angstrom": [[-0.4316, 1.5534, -0.3749], [2.9276, -2.4052, -0.5267], [-0.7629, 0.8709, 0.9351], [-2.1273, 0.7585, 1.2571], [0.5127, -1.0647, -1.8014], [0.2854, 0.6038, 1.6928], [0.6522, 1.5712, -0.4804], [-0.8909, 0.9388, -1.1396], [3.3999, -2.9949, -1.1259], [0.0238, -0.6494, 0.3463], [-2.4206, 0.4827, 2.2675], [-0.7616, 2.5904, -0.3829], [0.3214, -1.7026, -2.9922], [2.1332, -2.0305, -0.9298], [-2.9063, 1.0668, 0.5762], [0.0452, 0.4108, 2.6788]], "orbital_gap_ev": 4.079, "spin_multiplicity": 1, "charge": 1, "e_homo_ha": -0.495}

***

Model 2:
{"formula": "C3H10NOS", "method": "ωB97M-V/def2-TZVPD", "elements": ["C", "C", "S", "N", "H", "H", "H", "H", "H", "H", "H", "H", "O", "C", "H", "H"], "positions_angstrom": [[0.8767, 0.7619, 0.6788], [1.1057, 0.3969, -0.7789], [1.6731, 1.8655, -1.7281], [0.4712, -0.4472, 1.4682], [0.1533, 1.5592, 0.8091], [1.8188, 1.1177, 1.0945], [0.2143, 0.0058, -1.2626], [1.9157, -0.3185, -0.9156], [0.5362, 2.5833, -1.6460], [0.3856, -0.2416, 2.4619], [1.2356, -1.1150, 1.3869], [-0.3969, -0.9126, 1.1097], [-1.9471, -1.4013, 0.3812], [-2.4996, -1.3315, -0.6880], [-3.4893, -1.7662, -0.8594], [-2.0533, -0.7565, -1.5117]], "orbital_gap_ev": 9.646, "spin_multiplicity": 1, "charge": 1, "e_homo_ha": -0.479}

***

Model 3:
{"formula": "C3H10NOS", "method": "ωB97M-V/def2-TZVPD", "elements": ["C", "C", "C", "N", "O", "S", "H", "H", "H", "H", "H", "H", "H", "H", "H", "H"], "positions_angstrom": [[-0.7580, 1.4114, 0.5995], [0.8662, -0.6935, 0.6979], [-0.5359, 0.1406, -0.1858], [0.0738, 0.1822, -1.5632], [1.7444, -1.2269, -0.2417], [-1.8233, -1.1227, -0.0775], [-1.6793, 1.8136, 0.3370], [0.0706, 2.2073, 0.2708], [-0.7648, 1.2655, 1.6292], [0.4601, -1.3166, 1.4478], [1.5157, -0.0136, 1.1646], [-0.6402, -0.1363, -2.1805], [0.4080, 1.0638, -1.9448], [0.9952, -0.2232, -1.3668], [1.8279, -2.1152, 0.1550], [-1.7604, -1.2362, 1.2584]], "orbital_gap_ev": 10.071, "smiles": "C[C@]([NH3+])(S)CO", "spin_multiplicity": 1, "charge": 1, "e_homo_ha": -0.498}

***

Which one is most stable, and which one is least stable? model 2 is the most stable of them, while model 1 is the least stable.

***

Model 1:
{"formula": "H13O6", "method": "ωB97M-V/def2-TZVPD", "elements": ["O", "H", "H", "H", "O", "H", "H", "O", "H", "H", "O", "H", "H", "O", "H", "H", "O", "H", "H"], "positions_angstrom": [[3.0191, -21.3322, 16.7065], [3.5004, -20.6487, 17.2634], [2.2016, -20.9136, 16.4945], [3.5991, -21.3662, 15.9200], [0.4411, -21.2317, 15.9208], [-0.4507, -20.8830, 16.0499], [0.5692, -21.7199, 15.1377], [1.6289, -19.4851, 18.3656], [1.5282, -18.9290, 19.0971], [0.7817, -19.2956, 17.9071], [2.5668, -19.0047, 15.1086], [1.6646, -19.0730, 14.8399], [2.7758, -18.4770, 14.3725], [3.3386, -21.6169, 13.9222], [2.7488, -21.4848, 13.1780], [4.0585, -20.9572, 13.7977], [4.6231, -19.5677, 17.6750], [4.3028, -18.6979, 17.5161], [5.3447, -19.4352, 18.3167]], "orbital_gap_ev": 12.134, "spin_multiplicity": 1, "charge": 1, "e_homo_ha": -0.565}

***

Model 2:
{"formula": "H13O6", "method": "ωB97M-V/def2-TZVPD", "elements": ["O", "H", "H", "H", "O", "H", "H", "O", "H", "H", "O", "H", "H", "O", "H", "H", "O", "H", "H"], "positions_angstrom": [[0.7383, 0.4323, -0.3273], [0.7974, -0.3741, 0.0675], [0.8064, 0.9407, 0.3895], [-0.0570, 0.5491, -0.8762], [-1.5060, 1.4160, 0.7963], [-1.0630, 1.4844, 1.6276], [-1.5497, 2.2543, 0.3245], [1.4273, 2.2516, 1.8064], [1.8717, 3.0469, 1.9991], [0.7100, 2.2677, 2.6766], [0.8504, -2.1767, -1.9091], [1.5170, -2.7543, -2.2187], [0.3638, -2.9809, -1.4727], [0.2563, -1.8133, 1.0737], [0.3379, -2.6622, 0.4826], [0.1553, -1.9443, 2.1299], [-1.6637, -0.0142, -1.8787], [-2.2456, 0.6871, -2.0157], [-1.7468, -0.6101, -2.6752]], "orbital_gap_ev": 12.143, "spin_multiplicity": 1, "charge": 1, "e_homo_ha": -0.570}

***

Which one is most stable, and which one is least stable? model 1 is the most stable of them, while model 2 is the least stable.

***

Model 1:
{"formula": "C5H11NO3P", "method": "ωB97M-V/def2-TZVPD", "elements": ["C", "C", "C", "C", "C", "N", "O", "O", "O", "P", "H", "H", "H", "H", "H", "H", "H", "H", "H", "H", "H"], "positions_angstrom": [[1.8793, -0.5058, 0.3042], [2.5933, 0.2829, -0.6945], [1.8518, -2.0053, 0.2309], [-1.4735, 1.5641, -1.0934], [-2.3491, 1.4496, 1.1060], [-2.0795, 0.8592, -0.1782], [-2.9192, -1.5914, 0.5723], [-1.1769, -1.5041, -1.2425], [3.0935, 0.1431, 0.6037], [-1.6783, -0.9467, 0.0503], [0.9955, -0.0644, 0.7574], [3.1518, -0.2217, -1.4759], [0.9521, -2.2873, -0.3149], [1.8019, -2.4318, 1.2305], [2.7361, -2.3848, -0.2786], [2.2342, 1.2726, -0.9618], [-1.3393, 1.1108, -2.0576], [-0.9672, 2.4941, -0.8595], [-2.5501, 0.6294, 1.7926], [-1.5174, 2.0567, 1.4786], [-3.2391, 2.0808, 1.0303]], "orbital_gap_ev": [6.128, 6.514], "spin_multiplicity": 1, "charge": -1, "e_homo_ha": [-0.094, -0.107]}

***

Model 2:
{"formula": "C5H11NO3P", "method": "ωB97M-V/def2-TZVPD", "elements": ["C", "C", "C", "C", "C", "N", "O", "O", "O", "P", "H", "H", "H", "H", "H", "H", "H", "H", "H", "H", "H"], "positions_angstrom": [[-1.9536, -0.3512, -1.5102], [-1.8308, -0.5405, -0.1810], [0.5173, 1.4382, -0.3145], [0.4567, 1.5725, 2.0283], [-1.0917, 0.1114, 0.8576], [-0.0389, 0.9316, 0.8954], [2.3102, -3.6559, -0.3560], [2.7993, -1.2129, 0.4888], [1.3857, -1.5243, -1.6630], [1.9077, -2.0036, -0.3685], [-2.5303, -1.1972, -2.0594], [-1.3071, 0.3212, -2.0171], [-2.4179, -1.3045, 0.2238], [-0.1861, 1.8290, -0.9363], [1.1990, 2.2989, -0.1678], [0.9757, 0.7253, -0.9035], [0.8003, -2.4559, 0.4617], [1.5059, 1.8293, 2.1219], [-0.1510, 1.4817, 2.9484], [-1.3892, -0.1884, 1.9085], [3.1311, -3.6915, 0.0904]], "orbital_gap_ev": [7.275, 6.859], "spin_multiplicity": 1, "charge": -1, "e_homo_ha": [-0.138, -0.124]}

***

Which one is most stable, and which one is least stable? model 2 is the most stable of them, while model 1 is the least stable.

***

Model 1:
{"formula": "C4H17N2O2", "method": "ωB97M-V/def2-TZVPD", "elements": ["C", "N", "C", "N", "C", "C", "H", "H", "H", "H", "H", "H", "H", "H", "H", "H", "H", "H", "H", "H", "H", "O", "H", "H", "O"], "positions_angstrom": [[-1.3903, -1.9917, 1.0413], [-1.0543, -3.3373, 0.4307], [-0.3306, -0.8758, 0.3833], [0.9582, -1.6379, 0.1557], [-1.2586, 1.5718, 0.8872], [0.0093, 0.5435, 0.9487], [-1.6247, -1.9216, 2.1034], [-2.3236, -1.6953, 0.5904], [-1.0585, -4.2118, 0.9261], [-1.8252, -3.3173, -0.2551], [-0.7625, -0.5011, -0.6197], [0.6518, -2.5560, -0.0709], [1.5019, -1.1364, -0.5618], [1.2501, -1.7858, 1.1274], [-2.2527, 1.1089, 0.8590], [-1.1833, 2.2283, 0.0455], [-1.2089, 2.2017, 1.7969], [0.9820, 0.8486, 0.6283], [0.2191, 0.6295, 2.0495], [3.3543, -0.4288, -3.0196], [2.3124, 0.2989, -3.7456], [2.4978, 0.1406, -2.8080], [-0.0755, 5.4762, 0.2565], [-0.5778, 4.2138, -0.6102], [0.1416, 4.8454, -0.3380]], "orbital_gap_ev": 10.838, "spin_multiplicity": 1, "charge": 1, "e_homo_ha": -0.506}

***

Model 2:
{"formula": "C4H17N2O2", "method": "ωB97M-V/def2-TZVPD", "elements": ["C", "N", "C", "N", "C", "C", "H", "H", "H", "H", "H", "H", "H", "H", "H", "H", "H", "H", "H", "H", "H", "O", "H", "H", "O"], "positions_angstrom": [[-1.4072, 0.5725, -1.7970], [-1.5785, -0.4001, -2.8671], [-0.2818, -0.1195, -0.8682], [-0.6642, -1.6074, -0.7262], [0.2969, 1.7346, 0.6783], [-0.6725, 0.5298, 0.4892], [-2.2694, 0.9554, -1.2986], [-1.0398, 1.5880, -2.3657], [-2.5560, -0.6571, -3.0748], [-1.1909, -0.0601, -3.7669], [0.7256, 0.0271, -1.0213], [-1.0407, -2.0028, -1.6496], [0.0918, -2.3791, -0.5595], [-1.2915, -1.7679, 0.2250], [0.3285, 2.6152, -0.1040], [1.3153, 1.3950, 0.8498], [0.0767, 2.3207, 1.5709], [-0.9638, -0.1263, 1.3879], [-1.6585, 1.0090, 0.6208], [1.7155, -3.9210, 0.8772], [2.8472, -2.7680, 1.0061], [2.1103, -3.1963, 0.4449], [3.0467, 2.1449, 4.4225], [1.6873, 2.3479, 3.7403], [2.3730, 1.7654, 3.7862]], "orbital_gap_ev": 10.566, "spin_multiplicity": 1, "charge": 1, "e_homo_ha": -0.502}

***

Which one is most stable, and which one is least stable? model 1 is the most stable of them, while model 2 is the least stable.